No. 1
# C6H12Br12O8P4S2

A molecular structure, C6H12Br12O8P4S2 (the ωB97M-V functional and the def2-TZVPD basis, OMol25).

Lowest unoccupied orbital energy ... -0.5 eV
Frontier orbital gap ... 8.555 eV
Max |F| ... 0.5 eV/Å
HOMO energy ... -9.0 eV
Energy ... -922131.267 eV

Last column: natural (NBO) charge in e.
Element x y z (Å)
O1 -2.414 1.589 2.528  -1.073
P1 -2.107 0.144 2.448  1.504
C1 -0.670 -0.145 1.271  -0.335
P2 0.792 0.227 2.425  0.151
P3 2.257 -1.405 2.135  2.130
O2 3.297 -1.057 1.164  -1.068
O3 1.460 -2.731 1.831  -0.972
O4 2.787 -1.644 3.624  -0.987
O5 -0.690 -1.451 0.633  -0.726
S1 -1.805 -1.427 -0.541  2.559
O6 -1.300 -2.135 -1.647  -0.858
O7 -3.067 -1.752 0.024  -0.908
O8 -1.747 0.144 -0.765  -0.690
C2 -0.737 0.774 0.047  -0.252
P4 0.836 0.843 -1.035  0.791
S2 0.658 0.419 -2.897  -0.486
H1 -3.136 -0.711 2.063  -0.036
H2 -1.581 -0.421 3.623  -0.081
H3 1.463 1.188 1.650  0.021
H4 0.662 -2.909 2.341  0.521
H5 3.609 -1.145 3.753  0.521
H6 -1.058 1.789 0.281  0.278
H7 1.708 0.004 -0.341  -0.003
H8 1.257 2.153 -0.755  -0.030
C3 3.955 -0.618 -5.524  -0.502
Br1 4.198 -0.015 -3.721  0.098
Br2 4.601 -2.413 -5.746  0.091
Br3 2.132 -0.440 -6.120  0.096
H9 4.556 0.019 -6.156  0.222
C4 -3.982 3.762 -0.656  -0.499
Br4 -4.614 2.214 0.273  0.116
Br5 -2.125 4.137 -0.268  0.073
Br6 -4.266 3.631 -2.547  0.106
H10 -4.543 4.611 -0.295  0.226
C5 1.502 -5.048 -4.118  -0.506
Br7 3.283 -5.756 -3.926  0.077
Br8 1.206 -3.525 -2.992  0.119
Br9 1.084 -4.675 -5.956  0.087
H11 0.820 -5.821 -3.797  0.221
C6 -1.756 3.845 5.571  -0.498
Br10 -0.226 2.699 5.340  0.077
Br11 -1.431 5.150 6.945  0.089
Br12 -2.293 4.673 3.927  0.110
H12 -2.576 3.226 5.905  0.225

No. 2
# C6H12Cl12

6 unconnected molecules or ions with the total composition C6H12Cl12 in a non-equilibrium geometry (the ωB97M-V functional and the def2-TZVPD basis, OMol25).

ΔE to the lowest compared entry with this formula, charge and spin ... 0.154 eV
Lowest unoccupied orbital energy ... 0.5 eV
Frontier orbital gap ... 11.287 eV
Max |F| ... 1.1 eV/Å
HOMO energy ... -10.8 eV
Energy ... -156685.836 eV
SMILES ... ClCCl.ClCCl.ClCCl.ClCCl.ClCCl.ClCCl

Last column: natural (NBO) charge in e.
Element x y z (Å)
Cl1 -3.217 -2.689 -1.899  -0.017
C1 -2.453 -2.588 -3.480  -0.405
Cl2 -2.004 -0.929 -3.897  -0.022
H1 -1.587 -3.242 -3.480  0.226
H2 -3.161 -2.942 -4.222  0.224
Cl3 -0.866 5.511 1.122  -0.053
C2 -0.845 4.490 -0.360  -0.374
Cl4 0.682 4.742 -1.226  -0.030
H3 -0.842 3.457 -0.045  0.230
H4 -1.654 4.801 -1.004  0.227
Cl5 4.986 1.137 2.373  -0.045
C3 3.874 1.201 0.968  -0.394
Cl6 3.258 -0.371 0.530  -0.018
H5 3.030 1.833 1.212  0.233
H6 4.507 1.610 0.191  0.224
Cl7 -1.646 -6.177 -0.714  -0.008
C4 -0.222 -5.351 -0.110  -0.394
Cl8 0.036 -3.799 -0.947  -0.046
H7 -0.247 -5.175 0.960  0.228
H8 0.603 -6.031 -0.305  0.223
Cl9 1.336 1.609 3.378  -0.035
C5 -0.244 2.404 3.518  -0.401
Cl10 -1.274 1.623 4.705  -0.010
H9 -0.060 3.454 3.713  0.227
H10 -0.746 2.344 2.557  0.219
Cl11 -0.704 -0.122 0.916  -0.036
C6 -0.219 -0.312 -0.781  -0.390
Cl12 -0.173 1.241 -1.648  -0.038
H11 0.781 -0.729 -0.801  0.227
H12 -0.930 -0.998 -1.224  0.228

No. 3
# C6H12Cl2N2O

A single C6H12Cl2N2O molecule in a non-equilibrium geometry (the ωB97M-V functional and the def2-TZVPD basis, OMol25).

ΔE to the lowest compared entry with this formula, charge and spin ... 0.835 eV
Lowest unoccupied orbital energy (alpha / beta) ... -0.5 / -0.6 eV
Frontier orbital gap (alpha / beta) ... 8.888 / 8.799 eV
Max |F| ... 7.7 eV/Å
HOMO energy (alpha / beta) ... -9.4 / -9.4 eV
Energy ... -36484.980 eV
SMILES ... CC(C)(Cl)/N=[N+](\[O-])C(C)(C)Cl

Last column: natural (NBO) charge in e.
Element x y z (Å)
C1 -2.273 1.807 -0.605  -0.588
C2 -1.786 0.378 -0.343  0.121
C3 -2.158 -0.621 -1.420  -0.639
Cl1 -2.448 -0.338 1.176  -0.077
N1 -0.393 0.566 -0.302  -0.344
N2 0.421 -0.559 0.134  0.295
O1 -0.060 -1.624 0.468  -0.340
C4 1.831 -0.255 0.019  0.123
C5 2.212 0.300 -1.388  -0.604
C6 2.727 -1.498 0.219  -0.649
Cl2 2.079 0.967 1.302  -0.010
H1 -2.029 2.282 0.279  0.228
H2 -3.277 1.632 -0.830  0.208
H3 -1.820 2.176 -1.415  0.214
H4 -1.649 -1.565 -1.506  0.235
H5 -1.798 -0.218 -2.329  0.206
H6 -3.171 -0.647 -1.585  0.220
H7 2.268 -0.689 -1.808  0.213
H8 1.386 0.914 -1.629  0.255
H9 3.167 0.683 -1.335  0.225
H10 2.781 -1.779 1.286  0.238
H11 3.737 -1.263 -0.096  0.227
H12 2.381 -2.421 -0.271  0.241

No. 4
# C6H12Cl3O2ScZn

A molecular structure, C6H12Cl3O2ScZn in a non-equilibrium geometry (the ωB97M-V functional and the def2-TZVPD basis, OMol25).

Total charge ... -2
ΔE to the lowest compared entry with this formula, charge and spin ... 0.000 eV
Lowest unoccupied orbital energy ... 4.2 eV
Frontier orbital gap ... 3.764 eV
Max |F| ... 3.1 eV/Å
HOMO energy ... 0.4 eV
Energy ... -117196.658 eV

Last column: natural (NBO) charge in e.
Element x y z (Å)
Sc1 0.703 1.062 0.273  1.656
Cl1 -0.877 -0.849 0.292  -0.654
C1 1.573 0.812 2.214  -1.247
H1 2.075 1.698 2.651  0.192
H2 2.258 -0.051 2.088  0.222
H3 0.732 0.540 2.819  0.209
Zn1 0.232 -1.817 -1.560  1.484
C2 0.208 -3.897 -1.051  -1.337
C3 -1.182 -1.857 -3.139  -1.341
C4 1.865 -0.398 -1.366  -1.728
H4 -1.496 -0.828 -3.283  0.162
H5 -0.630 -2.194 -4.025  0.164
H6 -2.070 -2.491 -3.031  0.168
H7 0.577 -3.923 -0.033  0.169
H8 -0.734 -4.450 -1.112  0.166
H9 0.933 -4.367 -1.720  0.162
H10 2.868 -0.833 -1.124  0.177
H11 2.161 0.193 -2.282  0.164
Cl2 -1.166 5.008 3.201  -0.027
C5 -1.712 3.626 2.299  -0.322
Cl3 -3.142 4.028 1.332  -0.019
C6 -0.623 2.977 1.391  0.740
O1 -1.051 1.789 1.165  -0.731
O2 0.483 3.391 0.992  -0.679
H12 -1.986 2.831 3.009  0.251

No. 5
# C6H12Cl6

3 unconnected molecules or ions with the total composition C6H12Cl6 in a non-equilibrium geometry (the ωB97M-V functional and the def2-TZVPD basis, OMol25).

ΔE to the lowest compared entry with this formula, charge and spin ... 0.384 eV
Lowest unoccupied orbital energy ... 0.6 eV
Frontier orbital gap ... 11.118 eV
Max |F| ... 1.7 eV/Å
HOMO energy ... -10.6 eV
Energy ... -81551.626 eV
SMILES ... ClCCCl.ClCCCl.ClCCCl

Last column: natural (NBO) charge in e.
Element x y z (Å)
Cl1 -0.339 -4.156 -3.982  -0.056
C1 -0.197 -2.489 -3.411  -0.393
C2 0.061 -2.393 -1.927  -0.389
Cl2 0.605 -0.755 -1.508  -0.056
H1 -1.145 -1.983 -3.593  0.220
H2 0.655 -2.099 -3.969  0.227
H3 0.882 -3.054 -1.647  0.221
H4 -0.772 -2.691 -1.291  0.228
Cl3 -0.666 3.256 -1.736  -0.078
C3 -1.136 3.873 -0.094  -0.363
C4 -0.811 2.796 0.928  -0.417
Cl4 0.896 2.511 1.097  -0.030
H5 -2.222 3.961 -0.138  0.223
H6 -0.693 4.849 0.102  0.228
H7 -1.343 1.854 0.790  0.229
H8 -1.156 3.245 1.859  0.218
Cl5 -0.749 -2.130 1.805  -0.096
C5 0.238 -0.612 2.099  -0.368
C6 1.613 -0.874 2.654  -0.428
Cl6 2.719 -1.596 1.545  -0.025
H9 -0.376 0.009 2.751  0.219
H10 0.330 -0.023 1.186  0.236
H11 1.522 -1.555 3.500  0.222
H12 2.083 0.055 2.977  0.231

No. 6
# C6H12Cl6

3 unconnected molecules or ions with the total composition C6H12Cl6 (the ωB97M-V functional and the def2-TZVPD basis, OMol25).

ΔE to the lowest compared entry with this formula, charge and spin ... 0.189 eV
Lowest unoccupied orbital energy ... 0.4 eV
Frontier orbital gap ... 11.207 eV
Max |F| ... 0.7 eV/Å
HOMO energy ... -10.8 eV
Energy ... -81551.820 eV
SMILES ... ClCCCl.ClCCCl.ClCCCl

Last column: natural (NBO) charge in e.
Element x y z (Å)
Cl1 12.189 3.079 -10.630  -0.056
C1 12.813 2.856 -8.979  -0.388
C2 12.980 1.380 -8.689  -0.382
Cl2 14.225 1.142 -7.415  -0.082
H1 12.106 3.309 -8.289  0.218
H2 13.761 3.377 -8.883  0.225
H3 13.326 0.853 -9.570  0.236
H4 12.060 0.936 -8.324  0.222
Cl3 13.811 -2.806 -8.754  -0.047
C3 15.149 -2.077 -9.655  -0.399
C4 14.889 -2.012 -11.136  -0.389
Cl4 13.710 -0.743 -11.537  -0.054
H5 16.028 -2.702 -9.482  0.215
H6 15.384 -1.092 -9.256  0.232
H7 14.489 -2.948 -11.519  0.225
H8 15.820 -1.810 -11.665  0.224
Cl5 22.038 -1.849 -11.352  -0.052
C5 20.902 -2.172 -10.017  -0.388
C6 19.475 -1.842 -10.373  -0.391
Cl6 19.259 -0.127 -10.790  -0.052
H9 21.236 -1.609 -9.150  0.223
H10 20.964 -3.236 -9.796  0.223
H11 18.836 -2.048 -9.515  0.219
H12 19.135 -2.434 -11.220  0.218